1.
This record from the Open Molecules 2025 dataset describes an isolated ion of composition C4H11NS2 and charge +1 at a distorted geometry. The level of theory is ωB97M-V with the def2-TZVPD basis set.

Geometry as XYZ:
```
18
C4H11NS2, DFT ωB97M-V with the def2-TZVPD basis set
S 0.757 2.089 1.998
H -0.755 -2.234 -0.943
H -1.886 -0.025 -1.496
H -0.335 -0.241 -2.144
H -1.214 0.560 0.598
C -0.339 0.560 -0.082
H 0.081 2.478 -0.344
H -0.931 1.465 -2.065
H 1.573 1.526 -0.202
C 0.640 1.614 0.226
H -0.033 -2.787 0.474
S 1.659 0.450 2.859
H 1.316 -0.846 -0.336
H -1.429 -1.949 0.781
C -0.877 0.471 -1.542
C -0.547 -1.918 0.101
N 0.383 -0.746 0.269
H 1.937 -0.466 1.847
```

Computed properties:
**Energy relative to the best compared isomer or geometry (same formula, charge and spin)**: 119.1 kJ/mol
**Spin multiplicity**: 2
**⟨S²⟩**: 0.755
**Charge**: +1
**Gap between HOMO and LUMO (alpha / beta)**: 8.847 / 5.606 eV


2.
This record from the Open Molecules 2025 dataset describes a 2-piece molecular cluster, C4H11NSi overall at a distorted geometry. The level of theory is ωB97M-V with the def2-TZVPD basis set.

Geometry as XYZ:
```
17
C4H11NSi, DFT ωB97M-V with the def2-TZVPD basis set
H 1.654 -0.169 -1.636
H 3.574 -1.837 -0.836
C -2.197 1.611 0.385
H 0.014 -1.164 1.226
H -2.229 3.674 -0.315
H 2.672 -1.831 0.696
N -0.677 -0.616 1.487
Si -1.606 -0.160 0.054
C -1.974 2.615 -0.437
C 2.780 -1.307 -0.184
C 1.594 -0.988 -0.939
H 1.025 -1.793 -1.129
H -1.189 -0.991 2.285
H 3.208 -0.308 0.034
H -2.584 1.810 1.318
H -1.485 2.450 -1.440
H -2.580 -0.996 -0.569
```

Computed properties:
**Energy relative to the best compared isomer or geometry (same formula, charge and spin)**: 496.3 kJ/mol
**Spin multiplicity**: 1
**Gap between HOMO and LUMO (alpha / beta)**: 8.067 / 7.403 eV


3.
This record from the Open Molecules 2025 dataset describes a 2-piece molecular cluster, C4H11O overall at a distorted geometry. The level of theory is ωB97M-V with the def2-TZVPD basis set.

Geometry as XYZ:
```
16
C4H11O, DFT ωB97M-V with the def2-TZVPD basis set
C 1.505 -0.579 0.098
H 1.151 0.356 -0.319
H -0.595 2.186 -0.198
H 1.600 -2.547 -0.782
H 2.570 -0.756 -0.093
C -1.459 1.455 -0.190
H 1.606 -1.473 2.063
H -0.950 0.456 -0.168
H 0.254 -0.379 1.854
H 1.957 0.210 2.050
H -1.907 1.553 0.838
O -2.343 1.588 -1.181
C 0.828 -1.806 -0.550
H 0.374 -1.514 -1.493
C 1.301 -0.529 1.610
H 0.151 -2.291 0.136
```

Computed properties:
**Energy relative to the best compared isomer or geometry (same formula, charge and spin)**: 50.0 kJ/mol
**Spin multiplicity**: 1
**Charge**: -1
**Gap between HOMO and LUMO**: 5.623 eV


4.
This record from the Open Molecules 2025 dataset describes C4H11O2S as an isolated structure at a distorted geometry. The level of theory is ωB97M-V with the def2-TZVPD basis set.

Geometry as XYZ:
```
18
C4H11O2S, DFT ωB97M-V with the def2-TZVPD basis set
H -1.048 -1.469 1.357
H -1.128 0.810 0.284
H -1.011 0.872 -1.487
C -0.767 0.290 -0.597
C -1.522 -1.079 -0.540
H -0.911 -0.691 2.992
H 2.466 1.009 1.296
H 1.225 2.181 0.078
C 1.583 1.414 -0.617
C 0.740 0.093 -0.537
O -1.568 -0.918 2.332
H -2.526 -0.827 -0.189
H -1.554 -1.434 -1.581
O -0.885 -1.984 0.306
H 1.018 -0.556 0.295
S 3.359 0.932 -0.379
H 1.088 -0.482 -1.393
H 1.441 1.839 -1.621
```

Computed properties:
**Energy relative to the best compared isomer or geometry (same formula, charge and spin)**: 293.5 kJ/mol
**Spin multiplicity**: 1
**Charge**: -1
**Gap between HOMO and LUMO**: 5.943 eV


5.
This record from the Open Molecules 2025 dataset describes a 2-piece molecular cluster, C4H11O2S overall at a distorted geometry. The level of theory is ωB97M-V with the def2-TZVPD basis set.

Geometry as XYZ:
```
18
C4H11O2S, DFT ωB97M-V with the def2-TZVPD basis set
H 0.912 -0.004 -0.235
S -0.799 -1.388 -2.158
H -1.719 -0.620 0.267
C -0.516 -2.096 -0.474
C -0.848 -1.175 0.652
H 0.519 -2.234 -0.436
H -1.069 -1.497 1.629
H -0.002 1.269 2.358
H 1.104 -0.580 1.495
C 0.346 -0.155 0.763
H 1.758 1.556 -1.929
H 0.540 2.257 -0.169
H 0.417 0.891 -2.457
C -0.086 1.254 1.237
O 0.743 2.282 0.726
H -0.962 -3.092 -0.419
H -1.112 1.590 0.970
O 0.773 1.740 -1.820
```

Computed properties:
**Energy relative to the best compared isomer or geometry (same formula, charge and spin)**: 83.7 kJ/mol
**Spin multiplicity**: 1
**Charge**: -1
**Gap between HOMO and LUMO**: 6.660 eV


6.
This record from the Open Molecules 2025 dataset describes C4H11O2Sc as an isolated structure at a distorted geometry. The level of theory is ωB97M-V with the def2-TZVPD basis set.

Geometry as XYZ:
```
18
C4H11O2Sc, DFT ωB97M-V with the def2-TZVPD basis set
H 0.604 0.211 0.423
H 1.683 0.094 -3.337
H 2.270 1.428 -2.288
O -0.131 -0.463 2.391
H 0.037 -2.369 3.244
H -0.962 0.202 1.915
Sc -1.659 0.547 -2.653
O 0.393 0.658 -1.900
C 0.174 0.965 -0.516
C -1.312 0.857 -0.247
H -1.642 1.805 0.206
C 1.728 0.470 -2.308
H -1.602 -1.810 2.761
H -0.501 -2.294 1.496
H 2.223 -0.261 -1.651
H 0.706 1.894 -0.263
C -0.539 -1.812 2.487
H -1.470 -0.122 0.242
```

Computed properties:
**Energy relative to the best compared isomer or geometry (same formula, charge and spin)**: 341.9 kJ/mol
**Spin multiplicity**: 2
**⟨S²⟩**: 0.753
**Charge**: +1
**Gap between HOMO and LUMO (alpha / beta)**: 7.008 / 7.082 eV


7.
This record from the Open Molecules 2025 dataset describes C4H11O3 as an isolated structure at a distorted geometry. The level of theory is ωB97M-V with the def2-TZVPD basis set.

Geometry as XYZ:
```
18
C4H11O3, DFT ωB97M-V with the def2-TZVPD basis set
O -1.746 0.868 -1.700
C -0.161 -0.216 -0.152
H 1.835 0.452 -0.461
C -0.722 -0.018 -1.600
H 3.210 -0.671 1.110
C 1.840 -0.480 1.441
H -3.874 -0.413 -0.057
C 1.338 -0.427 -0.034
H 0.125 0.275 -2.263
H -0.614 -1.112 0.296
O 3.069 0.225 1.607
H -0.999 -1.060 -1.911
H 1.816 -1.560 1.690
H 0.981 -0.116 2.026
H -0.575 0.635 0.395
O -3.228 0.218 0.308
H 1.677 -1.311 -0.578
H -2.783 0.527 -0.577
```

Computed properties:
**Energy relative to the best compared isomer or geometry (same formula, charge and spin)**: 247.7 kJ/mol
**Spin multiplicity**: 1
**Charge**: -1
**Gap between HOMO and LUMO**: 6.545 eV


8.
This record from the Open Molecules 2025 dataset describes a 2-piece molecular cluster, C4H11O3P overall at a distorted geometry. The level of theory is ωB97M-V with the def2-TZVPD basis set.

Geometry as XYZ:
```
19
C4H11O3P, DFT ωB97M-V with the def2-TZVPD basis set
O -0.648 1.832 -1.201
H -2.559 0.860 -0.596
H -2.241 -1.677 -1.153
P -0.082 0.845 -0.280
C 1.677 -1.400 -0.195
H 1.673 2.046 1.024
C -2.011 -0.581 0.491
H -1.757 -0.747 1.526
H 0.087 2.766 1.127
H 0.701 1.422 2.146
C 1.197 -0.258 -1.128
H 1.901 -1.083 0.800
O -2.018 -1.684 -0.198
C 0.635 1.862 1.199
H 0.695 -0.765 -1.956
H 0.993 -2.207 -0.007
H 2.533 -1.985 -0.414
H 2.090 0.326 -1.393
O -2.867 0.428 0.211
```

Computed properties:
**Energy relative to the best compared isomer or geometry (same formula, charge and spin)**: 253.5 kJ/mol
**Spin multiplicity**: 1
**Gap between HOMO and LUMO**: 8.283 eV


9.
This record from the Open Molecules 2025 dataset describes a 2-piece molecular cluster, C4H11OS overall at a distorted geometry. The level of theory is ωB97M-V with the def2-TZVPD basis set.

Geometry as XYZ:
```
17
C4H11OS, DFT ωB97M-V with the def2-TZVPD basis set
H -1.718 1.679 0.660
H -0.388 1.217 -1.379
H 3.113 -0.462 2.034
H -1.454 0.003 1.159
H 0.211 -0.297 -0.713
H 3.760 -1.586 0.869
H 0.031 1.342 2.540
H 3.743 0.129 0.470
O 1.893 -0.794 0.368
H 1.049 0.394 1.290
S -2.093 -0.482 -1.474
H 0.699 2.173 1.081
H -1.439 -1.568 -1.918
C -0.974 0.868 0.686
C 0.282 1.240 1.481
C 3.137 -0.674 0.934
C -0.647 0.380 -0.717
```

Computed properties:
**Energy relative to the best compared isomer or geometry (same formula, charge and spin)**: 167.5 kJ/mol
**Spin multiplicity**: 1
**Charge**: -1
**Gap between HOMO and LUMO**: 5.998 eV


10.
This record from the Open Molecules 2025 dataset describes one molecule with the formula C4H11PS at a distorted geometry. The level of theory is ωB97M-V with the def2-TZVPD basis set.

Geometry as XYZ:
```
17
C4H11PS, DFT ωB97M-V with the def2-TZVPD basis set
H -2.703 -1.916 0.358
H -1.177 1.296 1.289
H -3.479 -0.738 -0.567
S 3.947 -0.821 0.307
C -0.526 0.368 0.800
H -0.516 -0.360 1.632
H -1.783 0.770 -0.993
H 4.789 -0.621 -0.721
P 1.207 0.731 0.055
C -2.688 -0.753 0.089
H 2.793 -0.245 -1.646
C 2.780 0.123 -0.601
H 1.710 1.375 1.172
H -0.725 -0.658 -1.028
H 0.844 1.766 -0.796
C -1.477 -0.057 -0.368
H -2.995 -0.260 1.018
```

Computed properties:
**Energy relative to the best compared isomer or geometry (same formula, charge and spin)**: 383.6 kJ/mol
**Spin multiplicity**: 1
**Gap between HOMO and LUMO**: 7.528 eV


11.
This record from the Open Molecules 2025 dataset describes one molecule with the formula C4H11PSi at a distorted geometry. The level of theory is ωB97M-V with the def2-TZVPD basis set.

Geometry as XYZ:
```
17
C4H11PSi, DFT ωB97M-V with the def2-TZVPD basis set
H -2.159 1.313 -1.168
Si -0.437 -0.077 0.005
H -1.621 -2.064 -0.977
H -2.114 -0.099 1.862
C 3.719 -0.331 0.023
H 1.952 1.648 0.175
C -1.042 0.071 1.803
H -0.245 -2.575 -0.012
H 0.009 -1.930 -1.619
C -0.593 -1.829 -0.720
P 2.112 0.239 0.076
H 4.335 0.584 0.102
C -1.070 1.285 -1.162
H -0.836 1.052 2.222
H -0.739 1.112 -2.183
H -0.553 -0.666 2.434
H -0.718 2.268 -0.862
```

Computed properties:
**Energy relative to the best compared isomer or geometry (same formula, charge and spin)**: 190.0 kJ/mol
**Spin multiplicity**: 1
**Gap between HOMO and LUMO**: 8.699 eV


12.
This record from the Open Molecules 2025 dataset describes a 2-piece molecular cluster, C4H11S overall at a distorted geometry. The level of theory is ωB97M-V with the def2-TZVPD basis set.

Geometry as XYZ:
```
16
C4H11S, DFT ωB97M-V with the def2-TZVPD basis set
C 0.339 0.457 0.541
H -1.655 2.526 0.784
H 0.426 0.882 -0.501
H -0.320 2.682 1.891
C 0.962 -2.501 -2.655
H -2.017 2.281 2.456
H 0.213 -2.056 -3.306
C -1.129 2.069 1.688
H 1.411 -3.473 -3.084
S 2.368 -1.158 -2.346
C -0.865 0.480 1.347
H -1.880 0.036 1.115
H -0.496 0.065 2.275
H 0.559 -2.870 -1.604
H 1.186 1.127 0.942
H 0.898 -0.546 0.458
```

Computed properties:
**Energy relative to the best compared isomer or geometry (same formula, charge and spin)**: 219.2 kJ/mol
**Spin multiplicity**: 1
**Charge**: -1
**Gap between HOMO and LUMO**: 5.708 eV